# 1
This record from the OMol25 dataset describes a 4-piece molecular cluster, C20H43N4O4 overall at a distorted geometry. The level of theory is ωB97M-V with the def2-TZVPD basis set.

Structure (XYZ):
```
71
Properties=species:S:1:pos:R:3:mulliken_charge:R:1
C 2.739 -1.274 2.230 -0.41
C 3.866 -0.286 1.500 -0.33
O 3.582 1.074 1.983 -0.30
C 3.470 2.048 0.886 -0.30
C 2.807 3.427 1.561 -0.76
C 1.175 3.403 1.348 0.14
C 0.310 3.252 2.737 -0.85
C -0.464 1.799 2.881 -0.46
C -1.661 1.695 1.765 0.33
C -3.042 0.899 2.146 -0.92
C -3.333 -0.312 1.043 -0.15
N -2.204 -0.366 0.232 0.14
C -1.143 0.663 0.601 -0.42
H 2.447 -0.775 3.272 0.22
H 3.147 -2.381 2.377 0.24
H 1.760 -1.245 1.578 -0.07
H 3.904 -0.405 0.337 0.28
H 4.929 -0.602 1.926 0.21
H 2.850 1.678 -0.042 0.23
H 4.557 2.295 0.462 0.29
H 3.058 3.361 2.714 0.28
H 3.312 4.403 1.160 0.35
H 0.946 2.522 0.605 -0.29
H 0.908 4.403 0.756 0.38
H -0.552 4.070 2.682 0.28
H 0.933 3.472 3.709 0.40
H 0.320 0.939 2.750 0.04
H -0.910 1.698 3.982 0.38
H -1.915 2.707 1.236 0.46
H -2.692 0.247 3.082 0.37
H -3.953 1.482 2.596 0.38
H -4.319 -0.980 0.989 0.40
H -2.026 -1.016 -0.592 0.34
H -1.159 1.366 -0.363 0.08
H -0.019 0.334 0.619 0.14
C -1.201 2.423 -3.967 0.00
O -1.071 3.021 -2.906 -0.55
N -1.220 1.053 -4.117 0.22
C -1.379 0.420 -5.410 -0.93
C -1.075 0.217 -2.943 -0.62
H -1.319 2.963 -4.921 0.27
H -2.277 -0.204 -5.391 0.30
H -0.503 -0.204 -5.610 0.34
H -1.477 1.165 -6.205 0.31
H -1.884 0.443 -2.243 -0.30
H -0.119 0.443 -2.461 0.47
H -1.108 -0.841 -3.216 0.41
C -4.943 0.238 -2.579 0.68
O -4.639 0.010 -3.743 -0.62
N -6.184 0.649 -2.141 0.11
C -6.466 0.898 -0.742 -0.55
C -7.243 0.838 -3.112 -0.95
H -4.213 0.125 -1.761 -0.25
H -7.273 0.233 -0.420 0.36
H -6.780 1.939 -0.624 0.37
H -5.583 0.717 -0.124 -0.14
H -7.418 -0.106 -3.636 0.30
H -6.927 1.592 -3.839 0.30
H -8.164 1.163 -2.620 0.38
C 4.496 -4.860 0.697 0.08
O 3.530 -4.256 1.144 -0.57
N 5.625 -5.204 1.410 0.12
C 6.730 -5.921 0.807 -0.91
C 5.711 -4.837 2.808 -0.83
H 4.535 -5.186 -0.355 0.30
H 6.875 -6.864 1.343 0.34
H 7.635 -5.311 0.889 0.34
H 6.534 -6.134 -0.247 0.29
H 4.876 -5.295 3.348 0.29
H 5.632 -3.749 2.896 0.20
H 6.657 -5.174 3.240 0.37
```

Energy relative to the best compared isomer or geometry (same formula, charge and spin) in kJ/mol: 477.4
Orbital gap in eV: 6.4272
Highest occupied orbital energy in eV: -11.0
Maximum force in eV/Å: 4.4
Charge: +1
Lowest unoccupied orbital energy in eV: -4.6



# 2
This record from the OMol25 dataset describes C10H16FN3O2PtSi as an isolated structure at a distorted geometry. The level of theory is ωB97M-V with the def2-TZVPD basis set.

Structure (XYZ):
```
34
Properties=species:S:1:pos:R:3:mulliken_charge:R:1
Pt -0.014 -0.279 -0.274 0.67
N -0.095 -0.914 1.785 -0.54
N -0.196 -2.298 1.853 -0.26
C -0.229 -3.038 0.676 0.74
O -0.317 -4.235 0.752 -0.64
O -0.159 -2.316 -0.410 -0.70
H 0.757 -0.573 2.225 0.37
H -0.903 -0.453 2.197 0.37
H -0.245 -2.769 2.740 0.21
C -0.051 -1.594 -3.283 -1.11
Si 0.080 0.237 -3.424 -0.04
C -1.417 0.847 -4.344 -0.98
C 1.679 0.630 -4.288 -0.98
N 0.104 1.006 -1.788 -0.12
C 0.196 2.374 -1.581 0.38
C 0.281 3.322 -2.619 -0.03
C 0.372 4.682 -2.377 -1.13
C 0.382 5.163 -1.074 -0.39
C 0.300 4.264 -0.025 -0.76
C 0.210 2.915 -0.297 0.87
F 0.131 2.054 0.780 -0.26
H -0.063 -2.023 -4.290 0.38
H -0.961 -1.906 -2.767 0.27
H 0.788 -2.028 -2.736 0.28
H -1.491 0.307 -5.294 0.34
H -1.422 1.913 -4.561 0.37
H -2.315 0.618 -3.762 0.29
H 1.711 0.083 -5.236 0.34
H 2.514 0.280 -3.676 0.29
H 1.839 1.685 -4.502 0.37
H 0.275 2.976 -3.638 0.23
H 0.435 5.368 -3.211 0.39
H 0.452 6.224 -0.876 0.36
H 0.304 4.590 1.007 0.40
```

Orbital gap (alpha / beta) in eV: 6.0033 / 5.9973
Highest occupied orbital energy (alpha / beta) in eV: -7.5 / -7.5
Maximum force in eV/Å: 3.3
Lowest unoccupied orbital energy (alpha / beta) in eV: -1.5 / -1.5



# 3
This record from the OMol25 dataset describes C18H21ClN2O8OsP2S2 as an isolated structure. The level of theory is ωB97M-V with the def2-TZVPD basis set.

Structure (XYZ):
```
55
Properties=species:S:1:pos:R:3:mulliken_charge:R:1
Os -0.971 -2.227 0.276 2.98
C 2.859 -0.136 -0.483 -1.12
C 1.880 -1.249 -0.741 1.15
N 1.380 -1.900 0.253 -0.15
N 1.950 -1.572 1.478 -0.74
C 1.185 -1.554 2.490 0.43
S -0.584 -1.774 2.504 -0.43
S 1.955 -1.301 4.063 -0.11
C 1.170 0.286 4.548 -1.19
C 1.668 1.440 3.721 0.48
C 1.050 1.738 2.512 0.51
C 1.514 2.770 1.702 -0.65
C 2.615 3.516 2.106 -0.51
C 3.243 3.223 3.313 -0.64
C 2.772 2.191 4.114 -0.46
C 1.512 -1.607 -2.130 0.47
C 2.492 -1.407 -3.115 -1.00
C 2.275 -1.709 -4.441 -0.80
C 1.030 -2.199 -4.821 -0.51
C 0.050 -2.408 -3.874 -0.58
C 0.279 -2.139 -2.526 0.64
O -0.746 -2.414 -1.684 -1.18
H 2.464 0.510 0.301 -0.05
H 3.037 0.456 -1.376 0.51
H 3.805 -0.538 -0.105 0.36
H 1.416 0.400 5.602 0.52
H 0.092 0.166 4.460 0.38
H 0.205 1.140 2.191 0.04
H 1.004 2.979 0.766 0.50
H 2.985 4.323 1.482 0.41
H 4.102 3.803 3.631 0.37
H 3.268 1.964 5.054 0.40
H 3.460 -1.023 -2.814 0.43
H 3.060 -1.562 -5.172 0.40
H 0.824 -2.423 -5.864 0.39
H -0.922 -2.800 -4.152 0.46
C -3.418 1.414 -2.200 -1.68
C -3.445 0.749 -0.825 1.15
O -4.554 1.275 -0.071 -0.65
P -3.772 -1.044 -0.957 0.74
O -3.162 -1.597 -2.289 -0.58
O -5.319 -1.121 -1.274 -0.56
O -3.336 -1.764 0.290 -0.96
P -1.849 1.040 0.060 0.77
O -2.381 0.985 1.589 -0.66
O -1.228 2.337 -0.242 -0.90
O -1.005 -0.229 -0.202 -0.90
H -4.328 1.188 -2.756 0.41
H -2.562 1.066 -2.777 0.32
H -3.328 2.490 -2.065 0.39
H -4.319 1.221 0.867 0.43
H -2.237 -1.925 -2.224 0.58
H -5.818 -0.474 -0.745 0.43
H -2.192 1.840 2.013 0.34
Cl -1.128 -4.415 0.541 -0.35
```

Energy relative to the best compared isomer or geometry (same formula, charge and spin) in kJ/mol: 0.0
Orbital gap (alpha / beta) in eV: 7.9629 / 6.7305
Highest occupied orbital energy (alpha / beta) in eV: -8.4 / -8.9
Expectation value of S²: 6.020
Maximum force in eV/Å: 0.9
Lowest unoccupied orbital energy (alpha / beta) in eV: -0.4 / -2.1
2S+1: 5



# 4
This record from the OMol25 dataset describes an isolated molecule of C6H10N6 at a distorted geometry. The level of theory is ωB97M-V with the def2-TZVPD basis set.

Structure (XYZ):
```
22
Properties=species:S:1:pos:R:3:mulliken_charge:R:1
C 0.671 -2.972 -1.729 -0.07
C -0.085 -1.420 -0.535 0.36
C -0.300 0.701 0.423 1.31
C 1.266 0.863 0.372 -1.10
C 2.042 -0.206 -0.341 0.04
C -0.949 1.648 -0.599 -1.74
N -0.409 -2.585 -1.088 -0.68
N 1.760 -2.202 -1.627 -1.38
N -0.779 -0.618 0.130 -0.53
N 1.367 -1.177 -0.876 0.98
N -2.099 0.678 2.144 -0.68
N -0.829 1.103 1.741 -0.29
H 0.673 -3.870 -2.319 0.44
H 1.481 1.807 -0.139 0.36
H 1.682 0.960 1.380 0.45
H 3.107 -0.146 -0.493 0.46
H -0.698 1.353 -1.612 0.37
H -0.614 2.664 -0.405 0.36
H -2.030 1.607 -0.483 0.45
H -2.292 -0.281 1.857 0.31
H -2.790 1.302 1.740 0.25
H -0.174 0.789 2.460 0.34
```

Energy relative to the best compared isomer or geometry (same formula, charge and spin) in kJ/mol: 338.2
Orbital gap (alpha / beta) in eV: 7.5539 / 7.5546
Highest occupied orbital energy (alpha / beta) in eV: -8.3 / -8.3
Maximum force in eV/Å: 2.0
Lowest unoccupied orbital energy (alpha / beta) in eV: -0.7 / -0.7



# 5
This record from the OMol25 dataset describes C26H22ClFeGeO3 as an isolated structure at a distorted geometry. The level of theory is ωB97M-V with the def2-TZVPD basis set.

Structure (XYZ):
```
54
Properties=species:S:1:pos:R:3:mulliken_charge:R:1
Fe -0.182 -0.361 0.186 0.70
Cl -3.248 4.610 -3.926 -0.22
C -2.742 3.428 -2.761 0.08
C -3.569 3.156 -1.655 -0.46
C -3.210 2.230 -0.717 -0.61
C -1.992 1.514 -0.830 0.69
O -1.700 0.636 0.081 -0.83
C -1.164 1.804 -1.945 0.72
C 0.091 1.150 -2.151 -0.23
O 0.608 0.278 -1.438 -0.48
C -1.559 2.766 -2.902 -0.92
H -4.502 3.696 -1.557 0.42
H -3.842 2.019 0.134 0.45
H 0.657 1.452 -3.040 0.36
H -0.914 2.971 -3.747 0.39
C 2.813 1.912 0.905 -1.64
Ge 1.389 0.801 1.669 2.12
C 0.473 1.895 3.028 0.10
C -0.878 2.230 2.979 0.21
C -1.463 2.995 3.981 -0.69
C -0.703 3.440 5.052 -0.40
C 0.645 3.115 5.117 -0.69
C 1.223 2.351 4.114 -0.44
C 2.257 -0.657 2.666 0.55
C 3.615 -0.827 2.651 -0.58
C 4.239 -1.923 3.295 -0.83
C 3.486 -2.854 3.944 -0.89
C 2.073 -2.733 3.981 0.82
C 1.270 -3.703 4.631 -0.80
C -0.090 -3.590 4.654 -0.54
C -0.713 -2.490 4.027 -1.17
C 0.041 -1.541 3.399 -0.31
C 1.457 -1.629 3.347 -0.03
H 3.488 2.254 1.692 0.44
H 2.382 2.792 0.426 0.39
H 3.389 1.361 0.162 0.42
H -1.489 1.889 2.150 0.15
H -2.516 3.244 3.925 0.40
H -1.158 4.033 5.834 0.37
H 1.246 3.455 5.952 0.38
H 2.275 2.094 4.190 0.28
H 4.245 -0.112 2.133 0.38
H 5.317 -2.017 3.266 0.39
H 3.950 -3.701 4.435 0.37
H 1.760 -4.543 5.110 0.38
H -0.692 -4.338 5.154 0.39
H -1.791 -2.393 4.056 0.44
H -0.457 -0.682 2.955 0.20
C -0.949 -3.496 -0.810 -1.21
C -0.474 -2.230 -0.176 0.40
O 0.709 -2.143 0.166 -0.42
H -0.627 -4.370 -0.243 0.35
H -0.452 -3.521 -1.784 0.33
H -2.025 -3.509 -0.956 0.33
```

Energy relative to the best compared isomer or geometry (same formula, charge and spin) in kJ/mol: 0.0
Orbital gap (alpha / beta) in eV: 6.8607 / 7.1430
Highest occupied orbital energy (alpha / beta) in eV: -7.5 / -7.7
Expectation value of S²: 1.049
Maximum force in eV/Å: 1.0
Lowest unoccupied orbital energy (alpha / beta) in eV: -0.6 / -0.6
2S+1: 2



# 6
This record from the OMol25 dataset describes a 10-piece molecular cluster, C42H101N3O10 overall at a distorted geometry. The level of theory is ωB97M-V with the def2-TZVPD basis set.

Structure (XYZ):
```
156
Properties=species:S:1:pos:R:3:mulliken_charge:R:1
C 0.504 1.104 -2.939 -1.01
C 1.535 0.150 -2.323 0.84
O 2.647 0.889 -1.776 -0.65
H 0.005 1.628 -2.148 0.34
H -0.346 0.513 -3.399 -0.08
H 0.919 1.811 -3.673 0.45
H 1.999 -0.615 -2.933 0.76
H 0.953 -0.412 -1.619 -1.01
H 2.337 1.789 -1.510 0.19
C -4.214 -3.161 4.157 -1.29
C -2.716 -2.824 4.192 0.11
O -2.369 -1.768 3.320 -0.07
H -4.587 -3.592 5.069 0.42
H -4.468 -3.829 3.325 0.27
H -4.720 -2.210 3.935 0.27
H -2.076 -3.828 4.091 0.03
H -2.497 -2.454 5.166 0.41
H -2.221 -2.167 2.478 -0.12
C 1.779 5.475 -1.139 -1.31
C 1.830 4.468 -0.034 -0.08
O 1.151 3.361 -0.602 0.01
H 0.789 5.617 -1.405 0.16
H 2.273 5.043 -2.001 0.31
H 2.134 6.443 -0.797 0.42
H 1.226 4.739 0.781 0.30
H 2.854 4.299 0.412 0.17
H 0.794 2.850 0.161 -0.15
C -0.417 -0.635 1.265 -1.34
C 0.344 0.573 0.711 2.94
O 0.277 1.772 1.511 -0.48
H -1.427 -0.351 1.406 0.48
H -0.091 -1.022 2.218 0.82
H -0.464 -1.398 0.445 -0.29
H 0.013 0.801 -0.281 -0.96
H 1.396 0.261 0.627 -0.51
H 0.974 1.556 2.195 0.39
C -0.825 -6.084 2.197 -1.60
C -0.270 -4.712 1.838 -0.10
O -1.314 -4.006 1.178 -0.05
H -0.115 -6.746 2.639 0.41
H -1.248 -6.440 1.298 0.34
H -1.563 -6.017 2.960 0.31
H 0.523 -4.831 1.186 0.45
H 0.042 -4.203 2.747 0.29
H -0.898 -3.409 0.535 -0.39
C -1.735 1.949 4.851 -1.23
C -0.597 1.038 5.247 0.63
O -0.883 -0.323 5.621 -0.64
H -2.452 2.161 5.684 0.33
H -2.352 1.541 4.064 0.19
H -1.372 2.883 4.440 0.42
H -0.059 1.599 6.000 0.43
H 0.110 1.096 4.407 -0.50
H -1.495 -0.782 5.027 0.26
C -2.372 4.057 -4.700 -1.89
C -3.123 4.232 -3.420 1.42
C -4.426 3.405 -3.499 -1.30
C -5.259 3.269 -2.197 -0.84
C -4.421 2.781 -1.107 -0.60
C -3.125 3.576 -0.933 2.00
N -2.406 3.673 -2.255 0.70
O -1.179 4.398 -2.088 -0.44
C -3.378 4.923 -0.102 -1.93
C -2.191 2.701 -0.117 -2.81
C -3.419 5.737 -3.275 -1.63
H -2.989 4.316 -5.624 0.39
H -2.131 3.009 -4.695 0.38
H -1.488 4.718 -4.780 0.33
H -5.004 3.771 -4.381 0.45
H -4.223 2.381 -3.727 0.26
H -6.188 2.642 -2.299 0.45
H -5.608 4.328 -1.954 0.28
H -4.067 1.802 -1.465 -0.32
H -4.925 2.627 -0.159 0.75
H -3.766 4.625 0.879 0.39
H -2.439 5.412 -0.011 0.44
H -4.103 5.543 -0.568 0.48
H -1.457 3.254 0.396 0.55
H -2.670 2.240 0.710 1.19
H -1.797 2.000 -0.820 -0.05
H -4.089 5.909 -2.479 0.32
H -3.772 6.151 -4.204 0.47
H -2.478 6.288 -3.060 0.24
H -0.610 3.779 -1.642 0.15
C 6.321 1.088 0.442 -1.52
C 6.086 -0.371 -0.109 1.16
C 7.247 -1.256 0.286 -1.21
C 6.944 -2.598 -0.250 -0.38
C 5.859 -3.193 0.526 -1.24
C 4.607 -2.329 0.370 1.56
N 4.955 -0.941 0.704 -0.39
O 3.737 -0.165 0.583 0.96
C 3.903 -2.568 -0.984 -1.01
C 3.580 -2.849 1.406 -2.01
C 5.850 -0.196 -1.613 -1.33
H 5.468 1.738 0.130 0.14
H 7.285 1.507 0.029 0.50
H 6.397 1.069 1.570 0.20
H 8.022 -0.687 -0.295 0.41
H 7.540 -1.180 1.357 0.25
H 7.829 -3.251 -0.231 0.37
H 6.693 -2.482 -1.349 0.30
H 6.196 -3.162 1.591 0.32
H 5.643 -4.200 0.223 0.50
H 3.531 -3.665 -0.949 0.47
H 2.972 -1.978 -1.048 -0.09
H 4.593 -2.413 -1.878 0.24
H 3.858 -2.689 2.436 0.43
H 2.611 -2.346 1.396 0.02
H 3.547 -3.949 1.261 0.43
H 4.957 0.376 -1.820 0.00
H 6.011 -1.060 -2.283 0.42
H 6.625 0.522 -1.986 0.46
H 3.439 -0.012 -0.344 -0.23
C -0.358 -3.479 -2.158 -1.75
C -1.771 -3.293 -2.482 1.72
C -2.478 -4.599 -2.185 -0.99
C -3.925 -4.500 -2.293 -0.78
C -4.518 -3.437 -1.430 -1.47
C -3.846 -2.103 -1.495 2.41
N -2.377 -2.268 -1.526 0.58
O -1.805 -1.022 -1.865 0.75
C -4.340 -1.396 -2.742 -1.63
C -4.141 -1.238 -0.252 -1.75
C -1.882 -2.810 -3.972 -1.41
H 0.122 -2.600 -1.830 -0.14
H -0.343 -4.102 -1.247 0.36
H 0.188 -3.922 -2.972 0.52
H -2.139 -5.395 -2.838 0.38
H -2.250 -4.813 -1.133 0.03
H -4.262 -4.402 -3.337 0.32
H -4.473 -5.385 -1.966 0.54
H -4.367 -3.849 -0.420 0.23
H -5.623 -3.350 -1.460 0.37
H -4.515 -1.984 -3.647 0.21
H -3.563 -0.625 -2.919 0.13
H -5.233 -0.821 -2.570 0.57
H -3.700 -0.281 -0.282 0.10
H -3.878 -1.763 0.682 -0.09
H -5.179 -1.011 -0.219 0.69
H -0.972 -3.114 -4.493 0.49
H -2.783 -3.199 -4.479 0.26
H -1.924 -1.674 -3.955 0.12
H -1.702 -0.471 -1.096 -0.70
C 4.020 0.524 4.577 -1.52
C 3.258 1.634 3.861 1.03
C 4.107 2.834 3.632 -1.12
O 2.679 1.182 2.671 0.06
H 3.866 0.605 5.667 0.36
H 5.105 0.474 4.357 0.30
H 3.567 -0.388 4.251 0.37
H 2.391 1.867 4.558 0.08
H 4.860 2.574 2.905 0.10
H 4.543 3.222 4.542 0.44
H 3.505 3.713 3.160 0.15
H 3.314 0.770 2.006 -0.21
```

Energy relative to the best compared isomer or geometry (same formula, charge and spin) in kJ/mol: 0.0
Orbital gap in eV: 8.8636
Highest occupied orbital energy in eV: -8.2
Maximum force in eV/Å: 3.7
Structure (SMILES): CC1(C)CCCC(C)(C)N1O.CC1(C)CCCC(C)(C)N1O.CC1(C)CCCC(C)(C)N1O.CC(C)O.CCO.CCO.CCO.CCO.CCO.CCO
Lowest unoccupied orbital energy in eV: 0.6